Entry 1:
Entry from the Open Molecules 2025 dataset: C41H42N5P2SiTa as an isolated structure (wB97M-V/def2-TZVPD).

Properties
- E_tot (eV) = -78619.780
- net charge = +4
- LUMO (spin up / spin down) (eV) = -12.82 / -12.56
- energy above the lowest of the compared OMol25 structures with the same formula, charge and spin (eV) = 1.725

Last column: Löwdin charge in e.
Geometry (Å):
C -1.91263 -1.42612 3.38948  -0.159
H 0.00426 -3.97192 5.57041  0.131
C -1.89228 -3.41065 4.74254  -0.023
H 4.32630 0.21359 5.54980  0.136
H -6.20250 -2.42833 0.49067  0.117
H 4.46135 0.71023 -1.62327  0.112
H 2.57453 6.36994 2.15153  0.129
C 2.57534 1.54892 -0.96606  -0.307
C -5.28616 -0.23128 -0.63503  0.010
H 1.28317 4.45508 -2.18672  0.130
C 1.45581 4.78970 1.24284  -0.114
H 1.22688 2.86802 3.01024  0.082
H -4.44599 2.38982 -3.34523  0.137
C -0.52950 -3.26031 4.95388  -0.022
H 4.92148 0.26862 1.31713  0.120
Si 2.33750 0.12559 0.17656  0.713
C 4.01687 2.51799 -2.66072  -0.002
C -3.65021 2.72891 -1.37902  -0.069
C 2.65206 -1.50628 -0.60784  -0.179
C -3.22512 -1.42632 -0.29066  -0.370
H -2.56884 3.08301 0.44316  0.124
H -5.77819 -2.98941 -1.13096  0.124
H 0.46277 4.92464 4.14033  0.118
H 5.83705 0.25098 3.58538  0.136
C 0.31177 4.46333 0.51079  -0.363
H -5.00648 0.16309 -1.61290  0.100
C 1.96485 3.61923 -2.06933  -0.056
H 0.51688 -2.15006 0.56084  0.039
C -1.50248 1.61924 4.62266  -0.061
C 4.23624 0.23692 2.16023  -0.057
H -2.23971 2.04074 -4.39977  0.136
Ta -0.63893 0.38288 0.46681  1.492
C 2.01455 0.18201 3.07039  -0.389
H 1.88391 0.22049 5.22379  0.132
C 0.77261 7.09496 1.22837  -0.012
C -1.21491 3.96480 5.08163  -0.012
P 0.20574 2.78730 -0.13505  0.970
C -1.22214 -2.80449 0.05967  -0.426
H -1.37324 -4.80504 -0.40002  0.151
C -0.36646 6.76467 0.50691  -0.025
N -0.42859 -1.81255 0.42150  -0.033
C -1.91108 2.77674 5.26721  -0.029
H -3.09755 -3.45460 -0.32156  0.150
H -2.46534 -0.69227 2.80152  0.089
H -1.49211 5.21221 -0.43140  0.105
C -0.54127 -1.25988 3.62211  -0.390
H -1.53983 4.86290 5.59090  0.131
H -0.18013 2.18461 -3.05330  0.119
N -2.50727 -0.30965 -0.43389  -0.007
C 3.74322 1.51556 -1.73889  -0.060
C 0.15386 -2.18725 4.39168  -0.050
H -2.76622 2.74682 5.92937  0.129
C -2.58615 -2.49727 3.95128  -0.053
C 4.76359 0.23133 3.44636  -0.004
C 3.91785 0.21175 4.54761  -0.003
C 1.68204 6.10669 1.59861  -0.035
H 0.17716 -4.28896 0.10197  0.147
C 1.68783 2.61111 -1.14520  -0.400
H -4.83884 -3.49498 0.29600  0.091
C 2.85481 0.20936 1.95136  -0.297
H -2.03512 0.69514 4.79800  0.102
H 2.18887 4.03187 1.50120  0.110
C -0.09198 4.00308 4.26004  -0.034
H 3.32679 4.34494 -3.55645  0.135
C 3.12138 3.56612 -2.83376  -0.001
H -5.12533 0.51902 0.14076  0.108
C -1.14540 2.32406 -2.58310  -0.038
H -3.65232 -2.61195 3.79979  0.118
C 0.32753 2.85486 3.61433  -0.108
C -2.50038 2.80977 -0.60801  -0.150
P 0.23144 0.20194 2.92916  0.957
H 0.96157 8.12708 1.49383  0.132
H -3.09526 0.47437 -0.69924  0.015
C -3.54810 2.44468 -2.74090  -0.009
H 2.62141 -2.32412 0.11605  0.047
H 1.99498 -1.71035 -1.45465  0.053
N -0.78360 -4.04772 -0.08808  0.249
H 4.93004 2.48012 -3.24115  0.136
C -2.30390 2.24372 -3.33821  -0.004
N -4.54324 -1.46183 -0.33314  -0.092
H -6.34549 -0.46704 -0.66281  0.116
H 1.21808 -2.08111 4.56206  0.108
H -2.42116 -4.23602 5.20175  0.130
C -5.37430 -2.67358 -0.16974  0.030
H -1.06640 7.53523 0.21118  0.129
C -0.37519 1.65693 3.79451  -0.364
C -0.60715 5.44525 0.14485  -0.062
N -2.55937 -2.62324 -0.13689  0.193
C -1.23671 2.63923 -1.21783  -0.437
H 3.67591 -1.49250 -1.00535  0.065
H -4.61907 2.91678 -0.93244  0.132
C 2.54291 0.19952 4.36187  -0.062

***

Entry 2:
Entry from the Open Molecules 2025 dataset: C41H42P2SV as an isolated structure (wB97M-V/def2-TZVPD).

Properties
- E_tot (eV) = -98294.629
- multiplicity = 4
- LUMO (spin up / spin down) (eV) = 0.51 / -0.49
- energy above the lowest of the compared OMol25 structures with the same formula, charge and spin (eV) = 0.000

Last column: Löwdin spin population.
Geometry (Å):
C 3.62603 2.18544 -8.30816  0.000
C 3.44824 3.25715 -1.52092  0.000
H 4.37987 3.31864 -0.95519  0.000
C 3.70077 3.02223 -7.18947  0.000
C -0.00745 -4.32316 -5.27184  0.000
H -1.63885 -0.99180 5.99819  0.009
H -1.45763 -1.30295 3.60925  0.014
H 0.91595 -4.49383 -4.71789  0.000
H -3.52116 -3.84291 -0.77966  0.000
C 0.36835 -2.42586 8.71704  0.002
H 1.05252 -0.81772 2.60720  0.018
C -0.47011 -1.99752 9.75654  -0.005
H 1.97387 -0.44971 -6.89837  0.000
H -2.16146 3.24331 6.01690  0.005
H -1.92933 2.57002 2.02112  0.010
H -1.59460 1.17401 7.06227  0.003
C -0.71047 -0.34104 -4.43819  0.000
C 1.58285 -0.55072 3.53997  0.043
H -3.22569 1.03584 6.45090  0.016
C -0.35295 0.27508 8.90656  -0.001
C 2.44236 0.53254 -6.98760  0.000
H -2.54224 0.02918 2.06196  0.003
H 0.54034 4.97353 -2.03050  0.000
C -1.65962 -0.28151 3.96891  0.121
C 3.14485 2.62022 -5.97012  0.000
H -2.26758 -1.84516 -5.87881  0.000
C -0.76367 -1.15198 -1.30384  0.000
H 0.07473 -6.20498 -6.32443  0.000
C -0.71020 -3.11324 -5.07832  0.000
H 0.63640 2.69144 2.98403  0.012
C 2.51776 1.37049 -5.85488  0.000
C -2.37570 -2.24996 0.13098  0.000
C 2.97733 0.94842 -8.20830  0.000
H 2.65644 5.10707 -0.71875  0.000
C 2.48355 4.26646 -1.39495  0.000
H 4.07803 2.48959 -9.25230  0.000
H 3.21141 3.28093 -5.10523  0.000
C 0.10559 0.71280 -4.68836  0.000
C -1.40737 -1.25569 -0.07488  0.000
H 0.12628 3.04479 -3.54749  0.000
P 1.85771 0.68483 -4.25066  0.000
H -2.05913 -5.81184 -7.54907  0.000
C 1.29424 4.18967 -2.12918  0.000
H -0.65247 1.32384 8.94948  0.001
C -1.72049 -0.09874 5.37134  0.150
C -2.32166 -3.82265 -6.75917  0.000
C -0.83461 -0.64587 9.83875  0.002
H 0.62883 -3.47862 8.60250  0.000
H 4.20575 3.98663 -7.25764  0.000
C -2.12169 -2.98165 -2.17806  0.000
C 2.04072 2.12257 -3.13983  0.000
S 1.09240 0.92108 6.61008  0.046
C -0.29920 2.26852 3.38162  0.104
C -2.74853 -3.08847 -0.93184  0.000
H 1.51978 -1.82208 6.97024  0.000
H -3.19194 1.11397 3.25206  0.003
H -2.41923 -3.63166 -3.00290  0.000
H 2.90204 0.29487 -9.08019  0.000
H -0.87118 -2.71557 10.47744  0.000
H -0.78184 1.41144 1.47902  0.000
C -1.81416 -2.83660 -5.89981  0.000
C -1.29724 1.74887 2.39350  0.038
H 3.94847 1.36574 -2.44121  0.000
C 0.49255 -0.15949 7.85702  0.019
H 0.03714 3.25167 5.29460  0.007
H -2.78254 2.50100 4.56551  0.003
H -2.82612 -2.37837 1.12022  0.000
H -1.12412 -0.57962 0.73433  0.000
C -2.16830 1.10553 6.11768  0.047
P -0.04083 -1.91316 -3.84693  0.000
C -0.61759 2.56696 4.73286  0.168
H 0.00992 -0.39502 -1.44940  0.000
C 0.86889 -1.51624 7.78960  -0.001
H -0.24176 1.60893 -5.21195  0.000
C -1.66087 -5.04757 -6.88508  0.000
C -2.24795 0.64263 2.92865  0.033
C -1.09884 -2.04048 -2.34825  0.000
C -1.98515 2.41246 5.31604  0.035
C -0.47931 -5.27817 -6.17149  0.000
H -3.22886 -3.62349 -7.33663  0.000
C 1.06133 3.11265 -2.99292  0.000
H -1.51929 -0.30345 10.61746  0.000
H -1.80090 -0.27438 -4.51830  0.000
V 0.19276 0.54819 4.53486  2.083
H 1.82908 -1.45388 4.13325  0.003
C 3.22026 2.17457 -2.36693  0.000
H 2.50647 0.03096 3.34602  0.007

***

Entry 3:
Entry from the Open Molecules 2025 dataset: C41H42P2TeV as an isolated structure (wB97M-V/def2-TZVPD).

Properties
- E_tot (eV) = -94749.127
- multiplicity = 4
- LUMO (spin up / spin down) (eV) = 0.20 / 0.00
- energy above the lowest of the compared OMol25 structures with the same formula, charge and spin (eV) = 0.000

Last column: Löwdin spin population.
Geometry (Å):
H 3.32055 3.31794 0.00507  0.000
H -5.05740 -5.50513 -4.99410  0.000
H -1.54300 2.36758 0.18880  0.000
C -7.74170 -7.80538 -4.86038  0.000
H -1.71137 -7.97013 1.14802  0.000
H 2.15644 -1.10639 -1.95182  -0.003
C -6.64155 -7.48379 -4.05066  0.000
C 1.36287 4.01190 -0.52776  0.001
C -3.72691 -2.33119 -3.09730  0.003
H -6.57561 -10.03279 3.78636  0.000
H -8.06616 -4.98206 -2.20395  0.000
H 2.60514 -1.47892 0.81789  0.001
H -10.01708 -5.58363 -3.63300  0.000
H -0.69358 4.28592 -1.11722  0.000
H 1.87021 -0.01018 -0.61313  0.000
C -2.34834 -0.31569 0.31057  0.030
H -6.81223 -7.96949 -0.73201  0.000
C -2.73122 -5.56758 4.04089  0.000
H 1.47452 -3.13752 -2.42198  -0.001
C 1.14658 -2.97461 0.68441  0.093
H 2.95624 -2.57634 -0.48281  0.005
C 0.27578 -4.51955 -1.22432  0.059
C 0.40462 -3.39946 -2.27408  0.001
H 0.05714 -3.82996 -3.23535  -0.001
C -4.19601 -3.52024 -5.17236  0.000
C -0.47875 2.55998 0.14032  0.001
H -3.19545 -1.59502 -5.06683  0.000
C -4.65489 -4.58413 -3.06023  0.001
C -1.44174 -6.11764 4.01170  0.000
C 2.25509 3.12917 0.08864  -0.001
H 1.70830 4.96016 -0.95184  0.000
H 1.32509 -3.00589 1.76285  0.006
P -4.40992 -6.82575 0.56224  0.001
C 1.78655 1.99111 0.77475  0.000
H -4.05324 -3.49794 -1.29333  0.010
C -5.58255 -8.75301 2.36072  0.000
H -4.71805 -8.58755 3.00682  0.000
H -7.63508 -8.56951 -5.63223  0.000
C -4.68095 -4.62058 -4.45843  0.000
H 0.07212 -4.81560 0.93829  0.014
C -8.96490 -7.14895 -4.69076  0.000
H -3.46416 -1.38493 -2.60164  0.001
C -7.73061 -9.83879 1.97970  0.000
P -5.33218 -5.92354 -2.03212  0.000
H -3.90882 -7.75613 -3.03787  0.000
H -0.10255 -7.45483 2.97657  0.000
V -0.92254 -2.31962 0.07811  2.639
C -4.12176 -3.45814 -2.38439  0.008
C -5.65884 -8.12483 1.10778  0.000
C -4.16193 -7.29007 -2.07827  0.000
C -3.24339 -6.65848 1.92273  0.001
H -0.72540 -4.98523 -1.27358  0.012
Te -0.58781 -0.14690 1.57978  0.027
C -0.40542 -2.15522 -2.01880  -0.048
H -4.23095 -3.54626 -6.26360  0.000
C -9.07458 -6.12262 -3.74336  0.000
C -1.08822 -6.98746 2.97504  0.000
H -1.23270 -2.04037 -2.74032  0.003
C 0.00759 3.67227 -0.56241  0.000
H -2.26930 -1.09357 -0.47050  0.018
H -0.24969 -0.03429 -1.62593  -0.005
H -3.16082 -0.50825 1.00573  0.004
H -4.63167 -5.41570 3.03232  0.000
C -3.66518 -2.40107 -4.50149  0.000
H -2.71626 -8.24049 -0.71659  0.000
C 0.45780 -4.10475 0.18999  0.159
C -6.74689 -8.42366 0.25947  0.000
H -8.56184 -10.46404 2.33735  0.000
C -7.98089 -5.78509 -2.94052  0.000
C -6.75651 -6.47736 -3.07741  0.000
H -3.02936 -4.91532 4.86188  0.000
C -6.62221 -9.58426 2.79525  0.000
H -8.60758 -9.48633 0.04146  0.000
H -2.50136 0.64960 -0.18112  0.001
C -7.76555 -9.27539 0.69686  0.000
C -1.98359 -7.27060 1.93628  0.000
H -9.82801 -7.42692 -5.29998  0.000
C -3.62891 -5.84236 3.01174  0.001
C 0.15510 -1.01100 -1.33507  -0.072
C 2.11762 -2.06132 0.01437  0.023
H -0.72629 -5.87780 4.80232  0.000
C 0.41654 1.70242 0.75534  -0.011
H 1.01231 -5.28285 -1.52977  0.019
H 2.48547 1.31765 1.26397  0.000
H -5.69217 -8.00808 -4.19433  0.000
C -3.57873 -7.58451 -0.85406  0.000
C 1.60161 -0.99849 -1.00271  -0.002